(1)
{
  "formula": "C4H6O2",
  "method": "ωB97M-V with the def2-TZVPD basis set",
  "symbols": ["C", "C", "O", "O", "H", "H", "H", "H", "C", "C", "H", "H"],
  "positions_angstrom": [[-2.3937, -0.2119, 0.3237], [-1.1844, 0.2918, -0.0566], [-0.9506, 1.4892, -0.2367], [-0.3142, -0.6706, -0.6478], [-2.9087, 0.6084, 0.8318], [-2.8769, -0.6374, -0.6216], [-2.2015, -1.1111, 0.9928], [0.6429, -0.4154, -0.7479], [3.2064, 0.0642, 0.6182], [2.9123, 0.2835, -0.5145], [3.2346, 0.0448, 1.7082], [2.8338, 0.2644, -1.6496]],
  "lowdin_charge": [-0.027, -0.577, 0.072, 0.015, 0.109, 0.143, 0.126, 0.070, -0.006, -0.040, 0.040, 0.076],
  "smiles": "CC(=O)O.C#C",
  "energy_ha": -306.3931,
  "gap_ev": 11.1
}

(2)
{
  "formula": "C4H6O2",
  "method": "ωB97M-V with the def2-TZVPD basis set",
  "symbols": ["C", "C", "O", "C", "C", "O", "H", "H", "H", "H", "H", "H"],
  "positions_angstrom": [[-0.3315, -1.0470, -1.3885], [0.1669, -0.7383, -0.0420], [1.0452, -1.3863, 0.4939], [-0.4014, 0.5270, 0.5165], [0.6155, 1.2871, 1.3092], [0.5265, 2.4677, 1.5365], [0.6436, -0.4985, -1.6516], [-1.1304, -0.4364, -1.8136], [-0.5265, -2.1214, -1.5419], [-0.8973, 1.1725, -0.2194], [-1.1798, 0.1095, 1.1633], [1.4691, 0.6639, 1.6375]],
  "lowdin_charge": [-0.001, -0.537, 0.066, -0.089, -0.244, 0.060, 0.148, 0.081, 0.104, 0.132, 0.152, 0.129],
  "smiles": "CC(=O)CC=O",
  "energy_ha": -306.4457,
  "gap_ev": 10.3
}

(3)
{
  "formula": "C4H6O2",
  "method": "ωB97M-V with the def2-TZVPD basis set",
  "symbols": ["C", "O", "C", "C", "O", "C", "H", "H", "H", "H", "H", "H"],
  "positions_angstrom": [[-1.3726, 0.4532, 0.1031], [-0.6401, 0.7964, -1.0899], [0.3344, -0.1831, -0.8521], [1.4688, 0.1827, 0.0591], [0.7368, -0.1918, 1.2432], [-0.3894, -0.6423, 0.5068], [-2.3783, 0.0986, -0.1539], [-1.4419, 1.2807, 0.8160], [0.3741, -1.0352, -1.5307], [2.3840, -0.4125, -0.0258], [1.7074, 1.2479, 0.0287], [-0.7831, -1.5947, 0.8955]],
  "lowdin_charge": [-0.111, -0.063, -0.230, -0.111, -0.079, -0.207, 0.123, 0.127, 0.148, 0.124, 0.129, 0.150],
  "smiles": "C1O[C@H]2CO[C@@H]12",
  "energy_ha": -306.3905,
  "gap_ev": 10.7
}

(4)
{
  "formula": "C4H6O2",
  "method": "ωB97M-V with the def2-TZVPD basis set",
  "symbols": ["O", "C", "O", "C", "C", "C", "H", "H", "H", "H", "H", "H"],
  "positions_angstrom": [[-0.3802, -1.5110, 1.2128], [-0.9952, -0.5452, 1.5703], [-0.6532, 0.7135, 1.2806], [-0.0346, 0.8479, 0.0090], [0.0287, -0.4142, -1.0153], [1.2146, 0.4101, -0.6625], [-1.9355, -0.5945, 2.1310], [-0.3083, 1.8732, -0.2869], [0.1822, -1.4783, -0.7851], [-0.6260, -0.3226, -1.8685], [2.0212, -0.0912, -0.1525], [1.4863, 1.1124, -1.4329]],
  "lowdin_charge": [0.061, -0.335, 0.013, -0.217, -0.092, -0.128, 0.147, 0.150, 0.098, 0.088, 0.113, 0.101],
  "smiles": "O=COC1CC1",
  "energy_ha": -306.4059,
  "gap_ev": 10.7
}

(5)
{
  "formula": "C4H6O2",
  "method": "ωB97M-V with the def2-TZVPD basis set",
  "symbols": ["C", "C", "C", "O", "C", "O", "H", "H", "H", "H", "H", "H"],
  "positions_angstrom": [[1.4540, 0.2966, -1.0827], [0.2576, 0.8199, -0.3020], [-0.2566, -0.1726, 0.7057], [0.3746, -1.1107, 1.1432], [-1.6900, 0.0102, 1.2126], [-2.4909, 0.7355, 0.6789], [2.2320, -0.0669, -0.4070], [1.1594, -0.5348, -1.7287], [1.8793, 1.0791, -1.7164], [-0.5695, 1.1194, -0.9536], [0.5265, 1.7261, 0.2603], [-1.9279, -0.6176, 2.0925]],
  "lowdin_charge": [-0.096, -0.182, -0.359, 0.108, -0.166, 0.083, 0.076, 0.082, 0.074, 0.117, 0.134, 0.130],
  "smiles": "CCC(=O)C=O",
  "energy_ha": -306.4720,
  "gap_ev": 9.4
}

(6)
{
  "formula": "C4H6O2",
  "method": "ωB97M-V with the def2-TZVPD basis set",
  "symbols": ["O", "C", "C", "C", "C", "O", "H", "H", "H", "H", "H", "H"],
  "positions_angstrom": [[-2.0154, 0.8140, -0.5479], [-1.5423, -0.4225, -0.2369], [0.8196, 0.2891, -0.5469], [-0.2432, -0.7138, -0.2514], [2.1823, -0.1363, 1.2933], [1.4482, 0.7512, 0.6923], [-2.9761, 0.8166, -0.4869], [-2.2883, -1.1698, 0.0314], [1.6180, -0.1300, -1.1626], [0.4109, 1.1889, -1.0102], [0.0722, -1.7144, 0.0235], [2.5142, 0.4271, 2.2023]],
  "lowdin_charge": [0.012, -0.191, -0.183, -0.093, 0.041, -0.163, 0.103, 0.120, 0.115, 0.120, 0.103, 0.015],
  "energy_ha": -306.3522,
  "gap_ev": 9.0
}

(7)
{
  "formula": "C4H6O2",
  "method": "ωB97M-V with the def2-TZVPD basis set",
  "symbols": ["C", "C", "C", "O", "C", "O", "H", "H", "H", "H", "H", "H"],
  "positions_angstrom": [[1.2655, -0.1267, -0.4275], [0.2820, -0.4045, 0.9501], [-0.5430, 0.6139, 0.3349], [-0.4432, 1.8128, 0.5135], [-1.5149, 0.0564, -0.6857], [-1.3870, -0.9471, -1.3456], [0.9273, -0.8285, -1.1994], [2.2739, -0.2925, -0.0990], [1.2503, 0.8689, -0.9318], [-0.0502, -1.4481, 0.8828], [0.4773, -0.1690, 2.0214], [-2.4093, 0.6863, -0.6726]],
  "lowdin_charge": [-0.007, -0.052, -0.529, 0.065, -0.163, 0.077, 0.072, 0.065, 0.102, 0.111, 0.129, 0.130],
  "smiles": "CCC(=O)C=O",
  "energy_ha": -306.4160,
  "gap_ev": 9.4
}

(8)
{
  "formula": "C4H6O2",
  "method": "ωB97M-V with the def2-TZVPD basis set",
  "symbols": ["O", "C", "C", "C", "C", "O", "H", "H", "H", "H", "H", "H"],
  "positions_angstrom": [[-0.0665, 0.4038, -2.3485], [-0.4688, -0.0225, -1.2994], [-1.0542, 0.6176, -0.0476], [-0.3243, -0.3751, 0.8205], [0.9573, -0.5684, 0.2598], [2.0464, -0.0833, 0.8809], [-0.7224, -1.1129, -1.0567], [-0.7637, 1.6597, 0.1819], [-2.1464, 0.5973, -0.1024], [-0.5056, -0.5521, 1.8791], [1.3583, -1.2856, -0.4448], [1.6900, 0.7214, 1.2773]],
  "lowdin_charge": [0.085, -0.378, -0.156, -0.115, -0.229, 0.072, 0.139, 0.119, 0.111, 0.098, 0.141, 0.112],
  "smiles": "O=CC/C=C/O",
  "energy_ha": -306.3283,
  "gap_ev": [7.9, 7.8]
}

(9)
{
  "formula": "C4H6O2",
  "method": "ωB97M-V with the def2-TZVPD basis set",
  "symbols": ["C", "O", "C", "C", "C", "O", "H", "H", "H", "H", "H", "H"],
  "positions_angstrom": [[-1.0871, -0.3623, 0.9749], [-0.2105, -1.4618, 0.9944], [0.1857, 0.3824, 0.8176], [0.8635, -0.3090, -0.2202], [0.2959, 0.2955, -1.4446], [0.5899, 1.4621, -0.6919], [-1.8043, -0.3136, 0.1428], [-1.6025, -0.1952, 1.9281], [0.7058, 0.7887, 1.6799], [1.9081, -0.6015, -0.1665], [-0.7615, 0.1123, -1.6730], [0.9168, 0.2025, -2.3414]],
  "lowdin_charge": [-0.250, -0.126, -0.059, -0.031, -0.211, -0.102, 0.115, 0.121, 0.152, 0.151, 0.117, 0.123],
  "energy_ha": -306.2723,
  "gap_ev": [9.6, 9.6]
}

(10)
{
  "formula": "C4H6O2",
  "method": "ωB97M-V with the def2-TZVPD basis set",
  "symbols": ["C", "C", "O", "C", "C", "O", "H", "H", "H", "H", "H", "H"],
  "positions_angstrom": [[-1.5878, 0.4999, 0.4992], [-0.8076, -0.5456, -0.2512], [-0.4331, -0.1397, -1.6049], [0.5374, -0.2388, -0.6479], [1.8010, 0.0937, -0.4701], [2.5117, -0.1506, 0.6787], [-1.5224, 0.3423, 1.5804], [-1.1593, 1.4786, 0.2658], [-2.6413, 0.4963, 0.2048], [-1.1385, -1.5828, -0.1827], [2.3779, 0.6018, -1.2335], [2.0620, -0.8551, 1.1613]],
  "lowdin_charge": [-0.035, -0.245, 0.045, -0.253, -0.130, -0.007, 0.083, 0.092, 0.081, 0.142, 0.126, 0.100],
  "smiles": "C[C@H]1O/C1=C/O",
  "energy_ha": -306.4062,
  "gap_ev": 9.2
}

(11)
{
  "formula": "C4H6O2",
  "method": "ωB97M-V with the def2-TZVPD basis set",
  "symbols": ["O", "C", "C", "C", "C", "O", "H", "H", "H", "H", "H", "H"],
  "positions_angstrom": [[-1.3007, 1.3118, -0.0341], [-0.2501, 0.7904, 0.1300], [1.3135, 0.8629, -0.0563], [1.4490, -0.7034, -0.2210], [-0.0500, -0.6979, 0.3853], [-1.2105, -1.3463, -0.1817], [1.8965, 0.8012, 0.9032], [1.4846, 1.5880, -0.9402], [1.3097, -1.1454, -1.1943], [2.3480, -0.9925, 0.5213], [-0.1294, -1.0328, 1.4972], [-1.5949, -0.4543, -0.4876]],
  "lowdin_charge": [0.135, -0.357, -0.091, -0.091, -0.314, -0.057, 0.121, 0.138, 0.097, 0.146, 0.177, 0.097],
  "smiles": "O=C1CC[C@@H]1O",
  "energy_ha": -306.3789,
  "gap_ev": 10.1
}

(12)
{
  "formula": "C4H6O2",
  "method": "ωB97M-V with the def2-TZVPD basis set",
  "symbols": ["O", "C", "C", "C", "C", "O", "H", "H", "H", "H", "H", "H"],
  "positions_angstrom": [[-2.4758, 0.0907, -0.3281], [-1.2287, 0.2687, 0.0877], [1.0603, -0.4083, 0.7982], [1.2251, 0.6319, -0.1557], [-0.1268, -0.3922, -0.4542], [-0.0940, -1.2350, -1.3822], [-2.4812, -0.5587, -1.0547], [-1.1444, 0.9828, 0.8949], [0.7744, -0.1618, 1.8172], [1.5679, -1.3567, 0.6634], [1.8490, 0.4724, -1.0268], [1.0743, 1.6663, 0.1405]],
  "lowdin_charge": [0.093, -0.088, -0.036, -0.037, -0.567, -0.061, 0.130, 0.136, 0.099, 0.116, 0.115, 0.100],
  "energy_ha": -306.3847,
  "gap_ev": 8.1
}